{"formula": "C42H59Cl3N6OPSV", "method": "the ωB97M-V functional and the def2-TZVPD basis", "elements": ["V", "C", "C", "N", "C", "C", "C", "C", "C", "C", "C", "N", "C", "C", "N", "N", "H", "H", "H", "H", "H", "H", "H", "H", "H", "H", "H", "H", "H", "H", "H", "H", "H", "H", "Cl", "C", "C", "C", "Cl", "C", "O", "C", "Cl", "C", "H", "H", "N", "C", "N", "C", "C", "C", "C", "C", "C", "S", "H", "H", "H", "H", "H", "H", "C", "C", "C", "C", "C", "C", "P", "C", "C", "C", "C", "C", "C", "C", "C", "C", "C", "C", "C", "H", "H", "H", "H", "H", "H", "H", "H", "H", "H", "H", "H", "H", "H", "H", "H", "H", "H", "H", "H", "H", "H", "H", "H", "H", "H", "H", "H", "H", "H", "H", "H", "H"], "xyz": [[2.3968, 0.1517, 0.4165], [3.9498, -2.5053, 0.1110], [4.9744, -1.4571, 0.4844], [4.5143, -0.1188, 0.0484], [5.2349, 0.9443, 0.7668], [4.6545, 0.9953, 2.1561], [5.3603, 1.2547, 3.3177], [4.6895, 1.2213, 4.5319], [3.3306, 0.9306, 4.5523], [2.6815, 0.6950, 3.3553], [1.2049, 0.4636, 3.1915], [0.9670, -0.3918, 2.0183], [1.0044, -1.8361, 2.3435], [2.3451, -2.4340, 1.9790], [2.6234, -2.0690, 0.5875], [3.3388, 0.7199, 2.1818], [4.2265, -3.4760, 0.5334], [3.9051, -2.5774, -0.9726], [5.9427, -1.6964, 0.0379], [5.1138, -1.4185, 1.5681], [4.6145, -0.0685, -0.9708], [5.0560, 1.8920, 0.2532], [6.3143, 0.7744, 0.7997], [6.4206, 1.4633, 3.2712], [5.2212, 1.4085, 5.4548], [2.7807, 0.8908, 5.4832], [0.7276, 1.4272, 2.9992], [0.7613, 0.0476, 4.1000], [0.0284, -0.2043, 1.6356], [0.2181, -2.3179, 1.7639], [0.7747, -2.0000, 3.3994], [2.3325, -3.5191, 2.1279], [3.1361, -2.0236, 2.6102], [1.9203, -2.5005, -0.0074], [0.0898, -0.6792, -6.9317], [1.1424, -0.7949, -5.5548], [0.6233, -0.6635, -4.2818], [1.5031, -0.7618, -3.2232], [0.8480, -0.5977, -1.5911], [2.8942, -0.9758, -3.3039], [3.6487, -1.0098, -2.2719], [3.3427, -1.1054, -4.6473], [5.0386, -1.3553, -4.8952], [2.5023, -1.0186, -5.7380], [-0.4306, -0.4817, -4.1225], [2.9066, -1.1227, -6.7353], [1.8211, 3.3654, 1.9568], [1.7798, 3.3281, 0.5963], [2.2238, 2.3450, -0.1501], [2.1180, 2.7237, -1.5100], [2.6488, 2.0226, -2.5796], [2.4476, 2.5018, -3.8632], [1.7424, 3.6826, -4.0878], [1.2559, 4.4240, -3.0242], [1.4679, 3.9349, -1.7445], [1.0736, 4.6843, -0.2253], [2.5635, 2.8363, 2.3835], [1.6448, 4.2594, 2.3855], [3.2163, 1.1169, -2.4126], [2.8457, 1.9436, -4.7008], [1.5915, 4.0361, -5.0986], [0.7405, 5.3610, -3.1869], [-4.7587, -0.4387, 3.9133], [-3.7570, -1.5821, 3.8012], [-3.2894, -1.7544, 2.3459], [-3.2671, -0.4142, 1.5776], [-2.9258, 0.7015, 2.5711], [-4.0852, 0.8982, 3.5574], [-2.0291, -0.4832, 0.2096], [-2.4676, 0.8834, -0.9730], [-1.6661, 2.1679, -0.6810], [-2.2219, 3.3188, -1.5126], [-3.6385, 3.6935, -1.0473], [-4.3779, 2.4820, -0.4620], [-3.9708, 1.1981, -1.1790], [-2.4604, -1.9729, -0.8225], [-1.7758, -3.2691, -0.3752], [-1.8011, -4.3103, -1.5056], [-3.0960, -4.2305, -2.3306], [-4.2340, -3.6879, -1.4761], [-3.9597, -2.2251, -1.0993], [-5.1856, -0.3929, 4.9154], [-5.5941, -0.6311, 3.2342], [-4.1844, -2.5173, 4.1650], [-2.9006, -1.3671, 4.4485], [-3.9436, -2.4588, 1.8277], [-2.2903, -2.2048, 2.3388], [-4.2654, -0.2183, 1.1749], [-2.6971, 1.6440, 2.0717], [-2.0137, 0.4129, 3.1091], [-4.8206, 1.5748, 3.1155], [-3.7161, 1.3895, 4.4605], [-2.0753, 0.4968, -1.9205], [-0.6108, 1.9912, -0.9124], [-1.7126, 2.4324, 0.3811], [-2.2357, 3.0086, -2.5620], [-1.5655, 4.1899, -1.4633], [-4.2025, 4.0986, -1.8898], [-3.5881, 4.4883, -0.2996], [-5.4572, 2.6268, -0.5303], [-4.1535, 2.3852, 0.6046], [-4.1652, 1.3180, -2.2492], [-4.5992, 0.3706, -0.8554], [-1.9809, -1.7088, -1.7740], [-2.2709, -3.6653, 0.5146], [-0.7403, -3.0682, -0.0956], [-1.6952, -5.3081, -1.0741], [-0.9383, -4.1601, -2.1597], [-3.3422, -5.2104, -2.7400], [-2.9552, -3.5675, -3.1898], [-4.3338, -4.2990, -0.5736], [-5.1879, -3.7578, -2.0005], [-4.5692, -1.9520, -0.2349], [-4.2813, -1.5803, -1.9194]], "atomic_forces_ev_per_a": [[0.3, -0.2, -0.5], [0.0, 0.0, 0.0], [0.0, 0.0, 0.0], [0.2, 0.1, 0.2], [0.0, 0.0, 0.0], [0.0, 0.0, 0.0], [0.0, 0.0, 0.0], [0.0, 0.0, 0.0], [0.0, 0.0, 0.0], [0.0, 0.0, -0.1], [0.0, 0.0, 0.0], [-0.3, 0.0, 0.0], [0.0, 0.0, 0.0], [0.0, 0.0, 0.0], [0.0, 0.0, 0.0], [0.1, 0.1, 0.2], [0.0, 0.0, 0.0], [0.0, 0.0, 0.1], [0.0, 0.0, 0.0], [0.0, 0.0, 0.0], [0.0, 0.0, 0.0], [0.0, 0.0, 0.0], [0.0, 0.0, 0.0], [0.0, 0.0, 0.0], [0.0, 0.0, 0.0], [0.0, 0.0, 0.0], [0.0, 0.0, 0.0], [0.0, 0.0, 0.0], [0.0, 0.0, 0.1], [-0.1, -0.1, -0.1], [0.0, 0.0, 0.0], [0.0, 0.0, 0.0], [0.0, 0.0, 0.0], [0.0, 0.0, 0.0], [0.0, 0.0, 0.0], [0.0, 0.0, 0.0], [0.0, 0.0, 0.0], [0.0, 0.0, 0.2], [-0.4, -0.1, 0.0], [0.0, -0.1, -0.2], [-0.1, 0.2, -0.1], [0.0, 0.0, 0.1], [0.0, 0.0, 0.0], [0.0, 0.0, 0.0], [0.0, 0.0, 0.0], [0.0, 0.0, 0.0], [0.0, 0.0, 0.0], [0.0, 0.0, -0.1], [-0.1, 0.2, 0.0], [0.0, 0.0, 0.1], [0.0, 0.0, 0.0], [0.0, 0.0, 0.0], [0.0, 0.0, 0.0], [0.0, 0.0, 0.0], [0.0, 0.0, 0.0], [0.0, 0.0, 0.0], [0.0, 0.0, 0.0], [0.0, 0.0, 0.0], [0.0, 0.0, 0.0], [0.0, 0.0, 0.0], [0.0, 0.0, 0.0], [0.0, 0.0, 0.0], [0.0, 0.0, 0.0], [0.0, 0.0, 0.0], [0.0, 0.0, 0.0], [0.0, -0.1, 0.0], [0.0, 0.0, 0.0], [0.0, 0.0, 0.0], [0.1, -0.1, 0.0], [0.0, 0.0, 0.0], [0.0, 0.0, 0.0], [0.0, 0.0, 0.0], [0.0, 0.0, 0.0], [0.0, 0.0, 0.0], [0.0, 0.0, 0.0], [0.0, 0.0, 0.0], [0.0, 0.0, 0.0], [0.0, 0.0, 0.0], [0.0, 0.0, 0.0], [0.0, 0.0, 0.0], [0.0, 0.0, 0.0], [0.0, 0.0, 0.0], [0.0, 0.0, 0.0], [0.0, 0.0, 0.0], [0.0, 0.0, 0.0], [0.0, 0.0, 0.0], [0.0, 0.0, 0.0], [0.0, 0.0, 0.0], [0.0, 0.0, 0.0], [0.0, 0.0, 0.0], [0.0, 0.0, 0.0], [0.0, 0.0, 0.0], [0.0, 0.0, 0.0], [0.0, 0.0, 0.0], [0.0, 0.0, 0.0], [0.0, 0.0, 0.0], [0.0, 0.0, 0.0], [0.0, 0.0, 0.0], [0.0, 0.0, 0.0], [0.0, 0.0, 0.0], [0.0, 0.0, 0.0], [0.0, 0.0, 0.0], [0.0, 0.0, 0.0], [0.0, 0.0, 0.0], [0.0, 0.0, 0.0], [0.1, 0.0, 0.1], [0.0, 0.0, 0.0], [0.0, 0.0, 0.0], [0.0, 0.0, 0.0], [0.0, 0.0, 0.0], [0.0, 0.0, 0.0], [0.0, 0.0, 0.0], [0.0, 0.0, 0.0], [0.0, 0.0, 0.0]], "spin_multiplicity": 2, "de_lowest_kj_mol": 0.0, "s_squared": 0.772, "max_force_ha_per_bohr": 0.01170, "e_homo_ev": [-9.394, -9.056], "total_energy_ev": -138877.4101, "orbital_gap_ha": [0.254, 0.241], "total_charge": 1}